Entry 1:
{"formula": "C39H63AsN6OPS3Si3Ti", "method": "ωB97M-V with the def2-TZVPD basis set", "species": ["Ti", "C", "C", "N", "N", "C", "S", "S", "C", "C", "C", "C", "C", "C", "C", "C", "C", "C", "C", "C", "C", "O", "H", "H", "H", "H", "H", "H", "H", "H", "H", "H", "H", "H", "H", "H", "C", "Si", "C", "C", "C", "Si", "C", "C", "C", "Si", "C", "C", "C", "C", "C", "C", "C", "N", "H", "H", "H", "H", "H", "H", "H", "H", "H", "H", "H", "H", "H", "H", "H", "H", "H", "H", "H", "H", "H", "H", "H", "H", "H", "H", "H", "H", "C", "N", "C", "N", "C", "N", "C", "P", "C", "C", "H", "H", "H", "H", "H", "H", "H", "H", "H", "H", "H", "H", "C", "As", "C", "C", "S", "H", "H", "H", "H", "H", "H", "H", "H", "H"], "coordinates": [[-0.05305, 0.18866, -0.03980], [-0.55454, 3.66676, 1.27980], [-1.11092, 2.33347, 1.10172], [-0.40897, 1.23749, 1.59286], [-1.20537, 0.61459, 2.60521], [-1.10362, -0.65869, 2.79658], [-0.10222, -1.57641, 1.40411], [-1.61221, -1.53770, 4.18679], [-3.22144, -0.80252, 4.61691], [-3.28310, 0.33366, 5.61360], [-3.73447, 1.61639, 5.18683], [-3.97784, 2.61916, 6.08972], [-3.71975, 2.45244, 7.44531], [-3.27619, 1.20704, 7.88362], [-3.04088, 0.16587, 6.99070], [-2.50059, 2.10616, 0.75800], [-3.52064, 3.05846, 0.91897], [-4.82511, 2.66094, 1.11321], [-5.14798, 1.31237, 1.00794], [-4.17474, 0.37619, 0.56288], [-2.85672, 0.77742, 0.29285], [-1.96030, -0.07317, -0.24215], [0.53344, 3.51899, 1.26848], [-0.84171, 4.37551, 0.48673], [-0.84120, 4.10007, 2.24477], [-3.67834, -0.48249, 3.68052], [-3.81261, -1.65916, 4.99390], [-3.81932, 1.83205, 4.11594], [-4.44014, 3.53708, 5.72429], [-3.82871, 3.25374, 8.16544], [-3.09498, 1.05454, 8.94244], [-2.76503, -0.80631, 7.37421], [-3.27139, 4.11429, 0.94342], [-5.57060, 3.40710, 1.38535], [-6.14835, 0.95491, 1.28889], [-4.48186, -0.66048, 0.40941], [2.54581, -2.82288, -1.19203], [3.30065, -1.15214, -1.29485], [4.67626, -1.05793, 0.01529], [4.33738, -1.48667, -2.84146], [2.14374, 0.37488, -1.26370], [3.19105, 1.86926, -0.58440], [3.41365, 2.09720, 1.28201], [2.63427, 3.59197, -1.07237], [4.93658, 1.79309, -1.28569], [2.03873, 0.88667, -3.06914], [3.20252, 2.10303, -3.95108], [1.92874, -0.40601, -4.45165], [0.34288, 1.74129, -3.17773], [0.04099, 2.58968, -4.25275], [-1.30260, 2.90072, -4.54080], [-2.31205, 2.44006, -3.70344], [-1.94445, 1.63385, -2.63813], [-0.63531, 1.34670, -2.33192], [1.82041, -3.02598, -0.37478], [3.35357, -3.60244, -1.14473], [1.98952, -3.02739, -2.13076], [5.65018, -0.74726, -0.43564], [4.81816, -2.03789, 0.51228], [4.46328, -0.33386, 0.81702], [5.33626, -1.89471, -2.52511], [4.55706, -0.59508, -3.47017], [3.79823, -2.24157, -3.46036], [2.48646, 2.06110, 1.83988], [3.83642, 3.09431, 1.44316], [4.07929, 1.35922, 1.68963], [2.23499, 4.17175, -0.22477], [1.78730, 3.57848, -1.78571], [3.51309, 4.12483, -1.49879], [5.65784, 1.70433, -0.44065], [5.24013, 2.69966, -1.85539], [5.12563, 0.90745, -1.91954], [4.23855, 1.65527, -4.01209], [3.31194, 3.07884, -3.47376], [2.82654, 2.22853, -5.00208], [2.93290, -0.52319, -4.92109], [1.14159, -0.09061, -5.21559], [1.63985, -1.39593, -4.05761], [0.84454, 2.96559, -4.90092], [-1.54879, 3.50210, -5.42300], [-3.36113, 2.78041, -3.73029], [-2.62929, 1.17580, -1.90936], [-1.68892, -4.88921, -4.08089], [-1.68442, -3.63934, -4.81801], [-3.02536, -3.06779, -4.88340], [-3.55005, -2.83426, -3.55333], [-3.56067, -4.09591, -2.78767], [-2.18682, -4.67344, -2.71239], [-1.28506, -3.88711, -1.93592], [-1.06065, -2.10060, -2.53589], [-0.73200, -2.67314, -4.30891], [-2.90695, -1.74373, -2.85969], [-0.69280, -5.34000, -4.07249], [-2.36171, -5.59569, -4.58647], [-3.71662, -3.72549, -5.45619], [-3.01931, -2.10784, -5.40547], [-4.27303, -4.85186, -3.22537], [-3.94752, -3.88014, -1.77237], [-0.24872, -4.26583, -1.85720], [-1.63173, -3.83719, -0.90160], [0.28913, -3.10886, -4.43045], [-0.79043, -1.80418, -4.98567], [-2.91724, -0.85721, -3.51627], [-3.42285, -1.50421, -1.92097], [4.56139, -0.73957, 4.01592], [2.60371, -0.94468, 3.84375], [1.71252, 0.40679, 4.91632], [2.06816, -2.72795, 4.49722], [1.81971, -0.94895, 1.72805], [4.90225, -1.30606, 4.90239], [4.82552, 0.31492, 4.07486], [5.01230, -1.21002, 3.12580], [1.67435, 0.13593, 5.97958], [0.73800, 0.68039, 4.50908], [2.33860, 1.29972, 4.84317], [0.96791, -2.76486, 4.57890], [2.48913, -2.81853, 5.51056], [2.46828, -3.52708, 3.85567]], "multiplicity": 3, "fmax_ev_per_a": 4.29, "homo_ev": [-2.14, -2.24], "de_lowest_ev": 4.495, "s2": 2.039, "total_charge": -1}

***

Entry 2:
{"formula": "C39H64CsF4N4O3PSe2", "method": "ωB97M-V with the def2-TZVPD basis set", "species": ["Cs", "C", "N", "C", "C", "C", "N", "C", "C", "F", "C", "F", "C", "C", "F", "C", "F", "H", "H", "H", "H", "H", "H", "H", "H", "H", "H", "H", "O", "C", "C", "C", "O", "C", "Se", "C", "Se", "H", "H", "H", "H", "H", "H", "H", "H", "H", "H", "N", "C", "N", "C", "C", "C", "C", "C", "H", "H", "H", "H", "H", "H", "H", "H", "H", "H", "O", "P", "C", "C", "C", "C", "C", "C", "C", "C", "C", "C", "C", "C", "C", "C", "C", "C", "C", "C", "H", "H", "H", "H", "H", "H", "H", "H", "H", "H", "H", "H", "H", "H", "H", "H", "H", "H", "H", "H", "H", "H", "H", "H", "H", "H", "H", "H", "H", "H", "H", "H", "H"], "coordinates": [[-0.40211, -0.99525, -0.45033], [1.11926, 3.08015, -0.60100], [1.86302, 2.02559, -1.25953], [1.46339, 1.89514, -2.63830], [3.30118, 2.17419, -1.15756], [3.84498, 2.31853, 0.25920], [3.41907, 1.20354, 1.06444], [3.89379, 1.02513, 2.26435], [3.38151, -0.09110, 3.02219], [2.41134, -0.83273, 2.43637], [3.79775, -0.44522, 4.26762], [3.22806, -1.53722, 4.84963], [4.77355, 0.25957, 4.96926], [5.27499, 1.35896, 4.29143], [6.22560, 2.11007, 4.90513], [4.87751, 1.74234, 3.03213], [5.47394, 2.85364, 2.50984], [1.39118, 4.08486, -0.98467], [1.30996, 3.05884, 0.47160], [0.04900, 2.92886, -0.75500], [1.72890, 2.78963, -3.24140], [0.38136, 1.75543, -2.70296], [1.95454, 1.02873, -3.08525], [3.64176, 3.05167, -1.75147], [3.75353, 1.28514, -1.60984], [3.52624, 3.28534, 0.67632], [4.93815, 2.39469, 0.15208], [5.09983, -0.01643, 5.95870], [-5.38045, 1.25917, -2.93082], [-5.92455, 0.82210, -1.70114], [-4.99536, -0.03827, -0.81562], [-5.95868, -0.73185, 0.17218], [-5.37318, -1.24976, 1.34988], [-4.01803, 0.84982, -0.03882], [-2.88986, 2.08651, -1.10685], [-4.27637, -1.05920, -1.69954], [-3.40894, -2.59765, -0.79478], [-4.52708, 1.69082, -2.69059], [-6.81557, 0.23154, -1.95295], [-6.25765, 1.68571, -1.10298], [-6.48229, -1.53112, -0.37718], [-6.71361, -0.00622, 0.50220], [-4.67814, -1.86707, 1.03197], [-3.37494, 0.20363, 0.56066], [-4.59360, 1.45912, 0.66230], [-3.51462, -0.52112, -2.26439], [-4.98713, -1.47233, -2.41828], [0.46130, -1.37375, -3.45738], [0.24133, -0.59702, -4.28563], [-0.07256, 0.27125, -5.24193], [0.64458, 0.19638, -6.50818], [-0.03411, -0.78970, -7.45381], [-1.51133, -0.43583, -7.62683], [-2.21991, -0.36149, -6.27332], [-1.50452, 0.61099, -5.34686], [1.68037, -0.07338, -6.30570], [0.63833, 1.20335, -6.93831], [0.05124, -1.79481, -7.02814], [0.48549, -0.79788, -8.41616], [-2.00058, -1.16787, -8.27352], [-1.59276, 0.53559, -8.13035], [-2.23409, -1.34995, -5.80393], [-3.25882, -0.04846, -6.39059], [-1.93002, 0.61907, -4.34297], [-1.56180, 1.63142, -5.73792], [0.83776, -3.11431, 0.25217], [1.05638, -3.92680, 1.49223], [0.48725, -5.65315, 1.15998], [0.14507, -6.57304, 2.34279], [-1.25926, -6.35350, 2.89796], [-2.30998, -6.44447, 1.79687], [-2.00875, -5.45914, 0.67559], [-0.62440, -5.69980, 0.10019], [0.33627, -3.04115, 2.91590], [0.57230, -3.63870, 4.32182], [-0.46304, -3.11859, 5.32411], [-0.73674, -1.63765, 5.08778], [-1.38222, -1.40875, 3.70839], [-1.11099, -2.56826, 2.74392], [2.84694, -3.95431, 1.92112], [3.72780, -3.79650, 0.67336], [4.01281, -5.11359, -0.03622], [4.64070, -6.12048, 0.92365], [3.74956, -6.36286, 2.13900], [3.39260, -5.05573, 2.84682], [1.38645, -6.04949, 0.68144], [0.89350, -6.49189, 3.13605], [0.20604, -7.60629, 1.97568], [-1.32074, -5.36976, 3.37077], [-1.45795, -7.08755, 3.68575], [-3.30848, -6.26946, 2.20541], [-2.30741, -7.46533, 1.38945], [-2.07783, -4.43336, 1.04736], [-2.75997, -5.51406, -0.11358], [-0.41173, -4.97911, -0.68971], [-0.59432, -6.70229, -0.34939], [0.94636, -2.13541, 2.85488], [1.57028, -3.34369, 4.66112], [0.54975, -4.73104, 4.31369], [-0.09926, -3.29035, 6.34077], [-1.39661, -3.68366, 5.22771], [0.21315, -1.09613, 5.15228], [-1.37568, -1.23480, 5.87685], [-0.98845, -0.48656, 3.27261], [-2.46152, -1.26933, 3.79802], [-1.31867, -2.23448, 1.72841], [-1.80852, -3.38714, 2.93030], [2.92947, -3.00906, 2.46721], [4.68085, -3.36366, 1.00161], [3.26918, -3.07464, -0.00194], [4.67926, -4.93486, -0.88416], [3.08875, -5.52125, -0.45848], [5.60508, -5.72266, 1.26371], [4.85136, -7.06588, 0.41486], [4.25283, -7.02749, 2.84818], [2.84413, -6.88846, 1.82462], [4.30747, -4.65648, 3.30076], [2.71045, -5.25007, 3.67709]], "fmax_ev_per_a": 1.96, "homo_ev": -1.41, "de_lowest_ev": 0.505, "total_charge": -2}